Record 1
C47H74N3O14S | wB97M-V/def2-TZVPD

Summary:
LUMO energy: 0.065 hartree
frontier orbital gap: 6.7 eV
total charge: -1
HOMO energy: -4.934 eV

Positions of all 139 atoms, in Å:
C  1.141  3.982  4.131
C  1.240  2.406  4.212
C  0.044  1.798  3.363
N  0.470  1.173  2.084
C  -0.312  1.589  0.946
C  -1.777  1.334  0.804
C  -2.608  0.585  1.895
C  -3.101  -0.843  1.389
C  -1.938  -1.752  0.849
S  -1.215  -2.875  2.124
O  -1.049  -4.167  1.472
O  -1.985  -2.905  3.360
O  0.332  -2.338  2.422
C  -2.487  1.767  -0.430
C  -4.023  1.494  -0.623
C  -4.904  2.283  0.204
C  -6.353  2.069  0.128
C  -6.698  1.015  -0.834
C  -5.652  0.370  -1.592
N  -4.293  0.537  -1.562
C  -1.766  2.447  -1.532
O  -2.395  2.842  -2.743
C  -2.394  1.712  -3.586
O  -3.415  1.439  -4.161
C  -1.158  0.820  -3.860
C  -0.610  -0.163  -2.905
C  0.563  -0.985  -3.167
C  1.285  -0.864  -4.441
C  0.736  0.078  -5.420
C  -0.457  0.906  -5.154
C  -0.337  2.718  -1.410
C  0.330  2.269  -0.170
C  1.821  2.675  -0.426
O  2.846  2.302  0.065
N  1.809  3.651  -1.512
C  1.699  5.063  -1.035
O  0.623  5.689  -1.132
O  2.749  5.603  -0.540
C  0.684  3.391  -2.386
O  0.620  3.647  -3.551
H  1.906  4.406  4.834
H  0.126  4.274  4.511
H  1.252  4.343  3.076
H  2.241  1.982  3.951
H  1.044  2.123  5.290
H  -0.800  2.518  3.201
H  -0.386  0.960  4.002
H  0.520  0.158  2.135
H  -2.064  0.404  2.855
H  -3.493  1.247  2.129
H  -3.602  -1.316  2.286
H  -3.891  -0.781  0.600
H  -2.373  -2.384  0.023
H  -1.078  -1.198  0.391
H  0.277  -1.649  3.119
H  -4.489  3.051  0.897
H  -7.117  2.611  0.725
H  -7.762  0.716  -0.979
H  -5.997  -0.403  -2.336
H  -1.128  -0.275  -1.920
H  0.908  -1.682  -2.365
H  2.198  -1.472  -4.621
H  1.272  0.179  -6.391
H  -0.780  1.583  -5.975
C  1.121  7.444  -3.948
C  1.092  6.486  -5.124
O  1.399  7.103  -6.373
C  2.675  7.703  -6.479
C  3.825  6.729  -6.280
H  0.442  8.285  -4.122
H  0.818  6.932  -3.032
H  2.118  7.857  -3.784
H  0.085  6.078  -5.221
H  1.755  5.633  -4.951
H  2.754  8.550  -5.789
H  2.738  8.120  -7.488
H  3.830  6.309  -5.273
H  4.782  7.234  -6.437
H  3.747  5.896  -6.983
C  0.728  -2.233  8.076
C  1.153  -1.066  7.201
O  0.654  0.187  7.639
C  1.042  0.606  8.936
C  2.544  0.758  9.103
H  -0.360  -2.276  8.155
H  1.087  -3.174  7.656
H  1.127  -2.146  9.089
H  0.758  -1.220  6.194
H  2.243  -1.027  7.103
H  0.628  -0.070  9.692
H  0.571  1.578  9.099
H  3.064  -0.196  8.984
H  2.779  1.144  10.098
H  2.946  1.445  8.355
C  3.975  -7.125  -3.931
C  2.720  -6.361  -4.316
O  2.805  -4.968  -4.077
C  3.827  -4.269  -4.768
C  3.705  -4.352  -6.280
H  4.228  -6.945  -2.884
H  3.827  -8.197  -4.077
H  4.835  -6.822  -4.533
H  1.887  -6.726  -3.711
H  2.449  -6.551  -5.360
H  4.813  -4.610  -4.433
H  3.744  -3.223  -4.468
H  3.816  -5.378  -6.640
H  4.476  -3.745  -6.758
H  2.725  -3.996  -6.605
C  -4.787  -1.170  -9.236
C  -3.866  -1.031  -8.035
O  -2.772  -0.160  -8.255
C  -3.090  1.186  -8.571
C  -3.885  1.896  -7.488
H  -4.225  -1.496  -10.115
H  -5.572  -1.901  -9.030
H  -5.269  -0.224  -9.489
H  -3.438  -2.009  -7.805
H  -4.425  -0.722  -7.146
H  -3.606  1.237  -9.536
H  -2.137  1.704  -8.703
H  -4.865  1.438  -7.339
H  -4.043  2.943  -7.757
H  -3.358  1.853  -6.534
C  1.099  -7.794  10.321
C  1.522  -6.625  9.446
O  1.022  -5.374  9.887
C  1.411  -4.957  11.184
C  2.914  -4.802  11.349
H  0.011  -7.838  10.401
H  1.459  -8.734  9.898
H  1.499  -7.709  11.333
H  1.125  -6.778  8.440
H  2.612  -6.585  9.346
H  1.000  -5.634  11.940
H  0.939  -3.986  11.349
H  3.435  -5.754  11.227
H  3.150  -4.417  12.343
H  3.313  -4.113  10.601

Löwdin atomic charge list, values in e, 8 entries:
1 C -0.12
2 C -0.22
3 C -0.22
4 N 0.01
5 C -0.13
6 C -0.07
7 C -0.12
8 C -0.18

Record 2
C4H6 | wB97M-V/def2-TZVPD

Summary:
LUMO energy (alpha / beta): -0.004 / -0.004 hartree
frontier orbital gap (alpha / beta): 7.7 / 7.7 eV
ΔE to the lowest compared entry with this formula, charge and spin: 4.087 eV
total charge: 0
HOMO energy (alpha / beta): -7.825 / -7.828 eV

Positions of all 10 atoms, in Å:
C  -0.009  -1.379  -0.322
C  0.599  -0.014  -0.290
C  0.095  1.044  0.446
C  -0.455  1.631  1.476
H  -0.553  -1.574  -1.254
H  -0.696  -1.506  0.517
H  0.793  -2.124  -0.256
H  1.439  0.176  -0.955
H  0.065  1.469  -0.647
H  -1.238  2.377  1.327

natural (NBO) atomic charge list, values in e, 8 entries:
1 C -0.66
2 C -0.11
3 C -0.42
4 C -0.23
5 H 0.23
6 H 0.23
7 H 0.23
8 H 0.21

Record 3
C9H24CdI2O3 | wB97M-V/def2-TZVPD

Summary:
LUMO energy: 0.009 hartree
frontier orbital gap: 8.2 eV
ΔE to the lowest compared entry with this formula, charge and spin: 1.531 eV
total charge: 0
HOMO energy: -7.924 eV

Positions of all 39 atoms, in Å:
Cd  -1.099  0.302  -0.714
I  -2.153  1.218  -3.081
I  -2.727  -0.588  1.189
C  0.504  3.651  1.390
C  -0.730  2.768  1.412
C  -2.040  3.546  1.714
O  -0.931  2.240  0.130
H  0.288  4.570  0.845
H  1.339  3.176  0.876
H  0.755  3.948  2.408
H  -0.632  1.943  2.118
H  -2.303  4.078  0.800
H  -1.834  4.361  2.408
H  -2.837  2.892  2.067
H  -1.226  3.071  -0.250
C  2.644  -1.476  0.207
C  1.710  -0.394  0.768
C  2.357  0.664  1.747
O  1.023  0.330  -0.312
H  2.050  -2.116  -0.445
H  3.181  -1.996  1.001
H  3.472  -1.059  -0.366
H  0.884  -0.926  1.239
H  2.745  0.179  2.643
H  1.598  1.347  2.129
H  3.168  1.139  1.195
H  1.652  0.996  -0.597
C  -1.553  -3.049  -3.051
C  -1.241  -2.827  -1.568
C  -0.347  -3.883  -0.899
O  -0.544  -1.585  -1.518
H  -0.817  -2.665  -3.757
H  -2.458  -2.523  -3.354
H  -1.569  -4.124  -3.230
H  -2.167  -2.889  -0.996
H  0.526  -4.085  -1.519
H  -0.910  -4.808  -0.778
H  -0.054  -3.626  0.119
H  0.274  -1.802  -1.970

natural (NBO) atomic charge list, values in e, 8 entries:
1 Cd 1.52
2 I -0.79
3 I -0.78
4 C -0.64
5 C 0.08
6 C -0.63
7 O -0.79
8 H 0.21

Record 4
C4H9N3O | wB97M-V/def2-TZVPD

Summary:
LUMO energy (alpha / beta): 0.029 / 0.019 hartree
frontier orbital gap (alpha / beta): 8.6 / 7.2 eV
ΔE to the lowest compared entry with this formula, charge and spin: 5.363 eV
total charge: 0
HOMO energy (alpha / beta): -7.814 / -6.714 eV

Positions of all 17 atoms, in Å:
C  -0.921  0.170  -0.052
C  -0.258  -0.078  -2.210
C  -1.931  1.032  0.610
N  0.290  -0.100  0.569
N  1.031  1.013  1.049
C  0.932  -1.305  0.392
O  -1.223  -0.280  -1.267
N  2.168  -1.425  0.661
H  1.499  0.714  1.904
H  1.769  1.206  0.370
H  0.548  0.613  -2.002
H  -0.080  -0.866  -2.926
H  2.492  -2.380  0.546
H  0.259  -2.093  0.043
H  -1.932  0.889  1.689
H  -2.922  0.804  0.213
H  -1.720  2.088  0.410

natural (NBO) atomic charge list, values in e, 8 entries:
1 C 0.46
2 C -0.13
3 C -0.68
4 N -0.32
5 N -0.64
6 C 0.27
7 O -0.45
8 N -0.72

In the order shown, the computed strongest force on any atom values come out to 5.6 0.5 2.5 2.0 eV/A.